The following is a DFT calculation (ωB97M-V/def2-TZVPD) of a cluster of 4 separate species, C2H13N3O3 in total at a distorted geometry.

Computed properties:
E_tot ... -12897.9806 eV
Lowest unoccupied orbital energy ... 0.649 eV
HOMO-LUMO gap ... 10.41 eV
Net charge ... 0
Relative energy (zero: lowest compared OMol25 entry of this formula, charge and spin) ... 21.6 kJ/mol

Last column: natural (NBO) charge in e.
Atoms and positions in Å:
H  -0.864  1.232  -1.203  0.356
N  -0.072  0.790  -0.763  -0.820
C  1.037  1.369  -0.968  0.601
N  1.155  2.530  -1.750  -0.840
N  2.264  0.885  -0.592  -0.627
C  2.234  -0.399  0.101  -0.420
H  2.014  2.548  -2.284  0.383
H  0.399  2.823  -2.327  0.383
H  2.835  1.563  -0.111  0.391
H  1.602  -0.435  0.991  0.207
H  1.916  -1.218  -0.540  0.207
H  3.262  -0.612  0.397  0.201
O  -1.730  -0.877  0.820  -0.986
H  -1.019  -0.547  0.270  0.503
H  -1.556  -1.810  0.994  0.461
O  -4.047  -3.433  -0.789  -0.943
H  -3.500  -2.717  -0.387  0.476
H  -4.912  -3.026  -0.864  0.467
O  -0.076  0.527  3.221  -0.963
H  -0.673  -0.238  3.319  0.485
H  -0.267  1.045  2.465  0.479

The following is a DFT calculation (ωB97M-V/def2-TZVPD) of a structure of composition C4H14NS2 at a distorted geometry.

Computed properties:
E_tot ... -27522.0299 eV
Lowest unoccupied orbital energy ... -9.227 eV
HOMO-LUMO gap ... 3.76 eV
Net charge ... +1
Relative energy (zero: lowest compared OMol25 entry of this formula, charge and spin) ... 741.4 kJ/mol

Last column: natural (NBO) charge in e.
Atoms and positions in Å:
C  1.413  0.788  3.039  -0.612
C  1.548  1.207  1.553  -0.666
S  0.112  2.153  1.163  0.660
S  1.184  -2.175  -1.098  -0.357
H  0.510  0.195  3.180  0.237
H  1.373  1.649  3.721  0.236
H  2.264  0.159  3.320  0.260
H  1.539  0.294  0.936  0.329
H  2.463  1.790  1.348  0.273
H  2.160  -0.810  -1.463  0.187
C  -1.382  0.018  -0.469  -0.450
N  -1.522  -1.009  -1.512  -0.571
C  -2.665  -0.639  -2.388  -0.422
H  -0.340  -0.103  -0.126  0.196
H  -1.461  1.056  -0.836  0.202
H  -2.088  -0.163  0.363  0.238
H  -0.282  -1.916  -0.880  0.227
H  -0.681  -0.948  -2.077  0.386
H  -3.579  -0.646  -1.773  0.214
H  -2.788  -1.384  -3.177  0.233
H  -2.544  0.353  -2.837  0.201

The following is a DFT calculation (ωB97M-V/def2-TZVPD) of a structure of composition C37H32F3GaO3P2S at a distorted geometry.

Computed properties:
E_tot ... -134954.7214 eV
Lowest unoccupied orbital energy (spin up / spin down) ... -9.168 / -8.103 eV
HOMO-LUMO gap (spin up / spin down) ... 4.42 / 6.14 eV
Net charge ... +2

Last column: Löwdin charge in e.
Atoms and positions in Å:
C  1.308  -3.233  -2.755  -0.114
C  0.107  -3.356  -2.002  -0.374
C  -0.977  -4.027  -2.587  -0.060
C  -0.962  -4.395  -3.938  -0.029
C  0.188  -4.138  -4.716  -0.019
C  1.310  -3.560  -4.110  -0.060
P  0.069  -2.637  -0.309  1.212
C  -1.415  -3.442  0.425  -0.386
C  -2.545  -2.628  0.655  -0.107
C  -3.662  -3.172  1.279  -0.063
C  -3.684  -4.513  1.669  -0.042
C  -2.561  -5.320  1.456  -0.040
C  -1.430  -4.777  0.841  -0.074
Ga  0.064  0.789  1.513  0.850
P  -0.041  2.879  0.137  1.014
C  -1.111  3.181  -1.296  -0.344
C  -0.628  3.834  -2.450  -0.057
C  -1.522  4.234  -3.450  -0.041
C  -2.880  3.922  -3.334  -0.038
C  -3.349  3.183  -2.241  -0.049
C  -2.462  2.793  -1.234  -0.099
C  -0.551  3.780  1.643  -0.380
C  0.178  3.504  2.825  -0.136
C  -0.357  3.883  4.052  -0.047
C  -1.554  4.592  4.100  -0.026
C  -2.283  4.873  2.935  -0.025
C  -1.773  4.470  1.695  -0.057
C  1.614  3.491  -0.306  -0.382
C  2.705  2.616  -0.431  -0.092
C  3.990  3.135  -0.655  -0.050
C  4.169  4.521  -0.747  -0.043
C  3.086  5.399  -0.614  -0.038
C  1.803  4.882  -0.393  -0.079
C  1.481  -3.515  0.494  -0.354
C  2.117  -4.650  -0.047  -0.082
C  3.251  -5.178  0.577  -0.044
C  3.750  -4.606  1.751  -0.033
C  3.108  -3.487  2.306  -0.049
C  2.002  -2.935  1.669  -0.101
H  1.216  3.154  2.784  0.121
H  0.204  3.669  4.966  0.133
H  -1.939  4.926  5.062  0.126
H  -3.224  5.409  2.993  0.121
H  -2.310  4.712  0.774  0.113
H  0.428  4.077  -2.533  0.104
H  -1.162  4.818  -4.300  0.123
H  -3.583  4.256  -4.100  0.124
H  -4.406  2.934  -2.152  0.120
H  -2.803  2.221  -0.370  0.112
H  2.528  1.543  -0.319  0.085
H  4.839  2.451  -0.758  0.119
H  5.169  4.919  -0.938  0.123
H  3.230  6.476  -0.679  0.122
H  0.954  5.545  -0.251  0.120
H  1.745  -5.108  -0.962  0.111
H  3.745  -6.049  0.132  0.124
H  4.630  -5.030  2.242  0.124
H  3.476  -3.049  3.240  0.123
H  1.513  -2.038  2.070  0.070
H  -2.516  -1.579  0.353  0.094
H  -4.528  -2.532  1.476  0.121
H  -4.572  -4.931  2.144  0.122
H  -2.562  -6.364  1.771  0.122
H  -0.542  -5.393  0.704  0.112
H  -1.869  -4.264  -1.993  0.115
H  -1.843  -4.824  -4.402  0.119
H  0.176  -4.351  -5.783  0.123
H  2.197  -3.340  -4.714  0.123
H  2.235  -2.919  -2.271  0.115
H  -0.559  -0.575  -3.418  0.032
H  0.169  -0.492  -3.552  0.030
F  -2.460  -2.183  4.820  0.143
C  -1.198  -1.748  4.602  -0.575
F  -0.515  -1.937  5.742  0.162
F  -0.638  -2.524  3.643  0.105
S  -1.130  0.088  4.030  0.580
O  -1.863  0.360  2.740  -0.387
O  -1.575  0.800  5.196  -0.230
O  0.328  0.295  3.698  -0.405

The following is a DFT calculation (ωB97M-V/def2-TZVPD) of the ion C8H14IN2 with charge +1 at a distorted geometry.

Computed properties:
E_tot ... -19596.7100 eV
Lowest unoccupied orbital energy ... -3.474 eV
HOMO-LUMO gap ... 10.28 eV
Net charge ... +1
Relative energy (zero: lowest compared OMol25 entry of this formula, charge and spin) ... 0.0 kJ/mol

Last column: natural (NBO) charge in e.
Atoms and positions in Å:
I  0.805  3.499  0.958  0.331
C  0.373  1.492  1.135  0.359
N  0.834  0.647  0.183  -0.418
C  1.265  1.037  -1.293  -0.212
C  -0.005  0.719  -2.231  -0.408
C  -0.460  -0.761  -2.146  -0.405
C  -0.801  -1.098  -0.700  -0.432
C  0.378  -0.825  0.172  -0.033
C  0.152  -1.223  1.633  -0.434
C  -0.766  -0.373  2.352  -0.229
N  -0.277  0.984  2.147  -0.567
H  2.326  0.658  -1.293  0.244
H  1.420  2.129  -1.154  0.214
H  0.216  1.047  -3.266  0.250
H  -0.803  1.312  -1.767  0.209
H  -1.423  -0.936  -2.799  0.233
H  0.156  -1.474  -2.634  0.225
H  -1.579  -0.481  -0.402  0.200
H  -1.028  -2.177  -0.679  0.244
H  1.179  -1.463  -0.213  0.236
H  1.217  -1.176  2.123  0.227
H  -0.188  -2.319  1.726  0.257
H  -1.706  -0.490  1.841  0.217
H  -0.877  -0.516  3.492  0.257
H  -0.406  1.789  2.816  0.435

The following is a DFT calculation (ωB97M-V/def2-TZVPD) of the molecule C22H28N2O4 at a distorted geometry.

Computed properties:
E_tot ... -34439.0708 eV
Lowest unoccupied orbital energy ... 0.609 eV
HOMO-LUMO gap ... 9.04 eV
Net charge ... 0
Relative energy (zero: lowest compared OMol25 entry of this formula, charge and spin) ... 173.3 kJ/mol

Last column: natural (NBO) charge in e.
Atoms and positions in Å:
C  -2.577  0.777  -4.876  -0.252
O  -2.721  0.977  -3.491  -0.495
C  -1.728  1.630  -2.823  0.292
C  -1.929  1.808  -1.455  -0.263
C  -0.972  2.439  -0.688  -0.202
C  0.208  2.912  -1.253  -0.055
C  1.260  3.555  -0.389  -0.431
C  2.670  2.999  -0.654  -0.215
N  2.697  1.564  -0.814  -0.454
C  2.367  0.701  0.293  -0.207
C  1.257  -0.298  -0.090  -0.322
C  1.209  -1.378  0.994  0.702
O  1.769  -2.446  0.838  -0.640
N  0.559  -1.085  2.146  -0.433
C  -0.089  0.156  2.491  -0.420
C  0.567  -2.081  3.213  -0.274
C  -0.807  -2.556  3.545  0.252
C  -1.627  -2.290  4.603  -0.300
C  -2.824  -3.010  4.368  -0.329
C  -2.654  -3.659  3.181  0.297
C  -3.548  -4.562  2.411  -0.651
O  -1.432  -3.385  2.679  -0.402
C  1.559  -0.922  -1.463  -0.397
C  2.925  -0.493  -2.002  -0.501
C  3.030  1.013  -2.006  0.700
O  3.366  1.672  -2.972  -0.644
C  0.387  2.755  -2.619  -0.199
C  -0.562  2.118  -3.400  -0.260
H  -1.696  0.168  -5.105  0.177
H  -3.473  0.245  -5.192  0.200
H  -2.512  1.727  -5.415  0.176
H  -2.843  1.438  -1.016  0.224
H  -1.152  2.578  0.370  0.205
H  0.993  3.412  0.661  0.198
H  1.286  4.633  -0.574  0.225
H  3.336  3.293  0.166  0.195
H  3.069  3.406  -1.586  0.244
H  2.053  1.320  1.133  0.211
H  3.256  0.134  0.602  0.203
H  0.305  0.230  -0.151  0.236
H  0.579  0.792  3.083  0.186
H  -0.411  0.700  1.609  0.218
H  -0.970  -0.068  3.095  0.220
H  1.173  -2.915  2.849  0.269
H  1.025  -1.649  4.109  0.206
H  -1.404  -1.672  5.449  0.224
H  -3.690  -3.039  4.997  0.225
H  -3.085  -5.540  2.290  0.227
H  -3.734  -4.155  1.418  0.227
H  -4.493  -4.676  2.934  0.228
H  1.541  -2.010  -1.373  0.248
H  0.789  -0.620  -2.174  0.212
H  3.718  -0.911  -1.378  0.225
H  3.066  -0.855  -3.020  0.239
H  1.287  3.115  -3.092  0.233
H  -0.373  2.008  -4.456  0.216

The following is a DFT calculation (ωB97M-V/def2-TZVPD) of a structure of composition C13H18Cl2HfN2O at a distorted geometry.

Computed properties:
E_tot ... -45152.2595 eV
Lowest unoccupied orbital energy (spin up / spin down) ... -0.350 / -0.350 eV
HOMO-LUMO gap (spin up / spin down) ... 6.50 / 6.50 eV
Net charge ... 0
Relative energy (zero: lowest compared OMol25 entry of this formula, charge and spin) ... 166.6 kJ/mol

Last column: natural (NBO) charge in e.
Atoms and positions in Å:
Hf  0.093  0.751  -1.984  1.537
Cl  0.103  2.567  -0.501  -0.488
Cl  -0.795  -1.404  -2.272  -0.471
C  -0.441  1.610  -3.772  -1.187
H  -0.328  0.897  -4.640  0.220
H  -0.027  2.566  -4.172  0.216
C  2.284  -0.950  -0.588  -0.042
C  2.112  -0.049  -1.553  -0.398
H  1.678  -1.851  -0.628  0.233
C  2.978  1.174  -1.682  -0.475
H  1.538  -0.321  -2.560  0.206
C  4.324  0.998  -0.912  -0.376
H  3.239  1.446  -2.718  0.252
H  2.447  2.019  -1.206  0.255
C  4.102  0.442  0.520  -0.401
H  4.961  0.289  -1.480  0.202
H  4.864  1.965  -0.836  0.224
C  3.245  -0.844  0.550  -0.466
H  5.080  0.261  0.995  0.219
H  3.578  1.207  1.121  0.209
H  3.920  -1.729  0.639  0.237
H  2.687  -0.820  1.506  0.242
N  -5.779  -0.576  2.797  -0.814
C  -4.713  -1.441  2.742  0.647
O  -4.721  -2.545  3.295  -0.589
C  -3.511  -0.929  2.000  -0.099
C  -3.399  0.401  1.580  -0.229
C  -2.326  0.767  0.746  0.050
N  -1.381  -0.092  0.333  -0.468
C  -1.419  -1.344  0.848  0.053
C  -2.454  -1.802  1.680  -0.202
H  -6.631  -0.956  3.177  0.409
H  -5.876  0.198  2.148  0.396
H  -4.123  1.167  1.861  0.218
H  -2.240  1.794  0.386  0.224
H  -0.626  -2.032  0.550  0.208
H  -2.443  -2.834  2.030  0.249